(1)
Molecular formula: C3H6N2O
Method: DFT, ωB97M-V/def2-TZVPD

XYZ file:
```
12
Properties=species:S:1:pos:R:3:mulliken_charge:R:1
N 0.50 -0.15 -0.89 -0.5492
C -0.47 0.85 -1.28 -0.3975
C -0.77 -0.10 -0.18 0.3861
O 1.55 -1.28 1.39 -0.7018
C -0.79 0.40 1.19 -0.1519
N -0.91 0.88 2.24 -0.3857
H 1.61 -0.78 0.56 0.4222
H 0.50 -0.94 -1.53 0.2086
H -0.19 1.87 -1.01 0.2542
H -1.02 0.74 -2.21 0.2608
H -1.48 -0.91 -0.34 0.3418
H 1.47 -0.59 2.06 0.3125
```

Summary:
Energy, eV: -8234.3649
SMILES: N#C[C@H]1CN1.O
Maximum force, hartree/bohr: 0.02142
Spin multiplicity: 1

---

(2)
Molecular formula: C25H44FN12O2PS
Method: DFT, ωB97M-V/def2-TZVPD

XYZ file:
```
86
Properties=species:S:1:pos:R:3:mulliken_charge:R:1
C 5.53 0.57 -0.31 -1.2633
C 4.06 0.07 -0.34 0.1223
N 3.46 0.09 -1.71 -0.2660
N 2.64 1.28 -1.83 0.2793
P 0.91 0.97 -2.10 0.1748
C 0.62 -0.82 -2.47 -1.0547
C 0.20 1.16 -0.38 -0.4170
C -0.18 2.65 -0.17 -0.7872
S 3.19 2.44 -2.93 1.0443
O 2.88 3.76 -2.37 -0.5732
O 2.72 2.28 -4.29 -0.6020
F 4.79 2.34 -2.95 -0.2281
H 6.06 -0.02 0.44 0.2383
H 6.02 0.50 -1.29 0.4331
H 5.56 1.60 0.04 0.3139
H 3.93 -0.89 0.14 0.2027
H 3.49 0.80 0.24 -0.0779
H 4.21 0.09 -2.38 0.2380
H 1.46 -1.34 -2.92 0.3257
H 0.31 -1.37 -1.58 0.1490
H -0.24 -0.84 -3.14 0.4384
H -0.60 0.45 -0.19 0.5396
H 1.03 0.91 0.30 0.1014
H 0.73 3.22 0.04 0.1959
H -0.63 3.01 -1.10 0.0571
H -0.88 2.71 0.66 0.2957
C 5.55 0.97 3.55 -0.9688
C 4.27 1.18 2.91 0.5428
N 3.26 1.34 2.39 -0.5210
H 5.54 0.08 4.17 0.3248
H 6.35 0.86 2.82 0.2659
H 5.81 1.82 4.19 0.3456
C -0.19 5.23 -3.62 -0.6621
C -1.61 4.92 -3.44 0.4125
N -2.71 4.66 -3.29 -0.4039
H -0.04 6.30 -3.74 0.3319
H 0.40 4.91 -2.76 0.1001
H 0.21 4.73 -4.49 0.2420
C -6.02 4.96 -1.96 -0.7779
C -7.43 4.63 -1.78 0.3092
N -8.54 4.36 -1.65 -0.3599
H -5.89 6.03 -2.07 0.2690
H -5.43 4.64 -1.10 0.2505
H -5.61 4.48 -2.84 0.2735
C 5.22 -4.08 -0.70 -0.9855
C 5.19 -3.28 0.51 0.5372
N 5.17 -2.66 1.48 -0.4314
H 5.00 -5.12 -0.48 0.3233
H 4.49 -3.73 -1.43 0.2734
H 6.20 -4.05 -1.17 0.3418
C 3.31 4.84 2.09 -0.4001
C 4.42 4.97 3.02 0.2305
N 5.30 5.08 3.76 -0.4072
H 2.50 5.53 2.33 0.3462
H 3.63 5.03 1.07 0.2196
H 2.90 3.83 2.12 0.0125
C 0.71 -4.28 0.94 -0.8936
C 1.50 -3.83 -0.20 0.4438
N 2.11 -3.47 -1.10 -0.4324
H 0.77 -3.57 1.76 0.3113
H -0.34 -4.40 0.67 0.3030
H 1.07 -5.23 1.31 0.2741
C -10.69 2.86 0.25 -0.6397
C -11.14 2.93 1.63 0.3177
N -11.50 2.99 2.72 -0.3716
H -10.14 3.76 -0.03 0.2193
H -10.02 2.02 0.10 0.2456
H -11.52 2.76 -0.43 0.2657
C -0.38 -8.89 0.94 -0.4825
C -0.12 -7.76 1.82 0.4327
N 0.08 -6.86 2.51 -0.4752
H 0.19 -8.81 0.02 0.2634
H -0.11 -9.83 1.42 0.2765
H -1.44 -8.94 0.67 0.0368
C -4.87 -7.36 -0.43 -0.7395
C -3.99 -8.51 -0.31 0.3822
N -3.30 -9.42 -0.22 -0.4606
H -5.75 -7.48 0.21 0.2652
H -4.36 -6.45 -0.14 0.2494
H -5.22 -7.24 -1.46 0.2684
C -2.22 1.24 3.81 -0.8651
C -2.57 0.97 2.42 0.4503
N -2.85 0.76 1.32 -0.4264
H -2.90 0.73 4.48 0.3296
H -1.21 0.90 4.02 0.2667
H -2.27 2.31 4.02 0.2701
```

Summary:
Energy, eV: -71451.6198
Maximum force, hartree/bohr: 0.08610
Spin multiplicity: 1

---

(3)
Molecular formula: C45H60BiF5N4O4PS2
Method: DFT, ωB97M-V/def2-TZVPD

XYZ file:
```
122
Properties=species:S:1:pos:R:3:mulliken_charge:R:1
Bi 0.70 0.14 0.54 0.8941
C 5.17 -4.24 -0.03 -1.1920
C 4.00 -4.58 0.91 -1.4133
C 2.76 -3.72 0.71 0.5407
C 1.62 -4.07 -0.10 0.9458
C 1.39 -5.37 -0.86 -1.2422
C 2.06 -5.43 -2.19 -0.9982
C 0.86 -2.96 -0.16 -1.2445
C -0.36 -2.70 -1.00 -0.0033
C -0.15 -1.58 -1.96 -0.5791
C -0.46 -1.61 -3.32 0.7592
C -1.22 -2.66 -4.01 -0.9961
C -2.71 -2.32 -4.17 -1.1650
C -0.02 -0.37 -3.84 0.8350
C 0.47 0.37 -2.80 -0.8566
C 1.07 1.81 -2.86 0.3409
C 0.70 2.63 -1.67 -1.1778
N 1.81 2.45 -0.81 0.5920
C 1.52 3.16 0.38 -0.6563
C 2.44 3.01 1.50 -0.8957
C 2.91 1.84 1.91 0.6352
N 2.68 0.58 1.41 0.1017
C 3.48 -0.33 2.08 -0.1086
C 3.45 -1.64 1.92 -0.4678
C 2.59 -2.39 1.12 -0.2160
N 1.44 -1.93 0.54 0.4160
C 4.35 0.45 2.99 0.0878
C 4.02 1.73 2.90 0.8263
C 4.70 2.86 3.56 -1.4233
C 5.66 3.54 2.53 -1.1840
C 5.48 -0.19 3.80 -1.0530
C 4.96 -0.58 5.16 -1.2361
C 0.34 3.83 0.21 0.5858
C -0.19 3.46 -1.11 1.5304
C -1.36 4.01 -1.83 -0.1285
C -1.04 5.20 -2.69 -1.5570
C -0.41 4.68 1.20 -0.7979
C -0.74 3.92 2.50 -0.9945
N 0.47 -0.41 -1.65 0.0669
C -0.18 0.19 -5.26 -1.1225
C -1.20 1.31 -5.41 -0.7038
H 6.02 -4.86 0.15 0.4747
H 5.53 -3.22 0.07 0.2452
H 4.89 -4.34 -1.09 0.2181
H 4.34 -4.52 1.96 0.4568
H 3.85 -5.61 0.67 0.3415
H 0.31 -5.54 -0.94 0.1880
H 1.81 -6.18 -0.24 0.5315
H 1.60 -4.84 -2.96 0.1868
H 2.06 -6.47 -2.52 0.4214
H 3.10 -5.18 -2.11 0.0799
H -0.46 -3.55 -1.61 0.4882
H -1.12 -3.63 -3.50 0.1421
H -0.78 -2.75 -5.01 0.5801
H -3.17 -2.18 -3.23 0.1991
H -3.24 -3.05 -4.77 0.4841
H -2.79 -1.41 -4.76 0.1538
H 0.94 2.24 -3.84 0.7316
H 2.67 3.85 2.09 0.7087
H 4.09 -2.27 2.50 0.4015
H 5.18 2.40 4.47 0.4522
H 3.92 3.58 3.90 0.4064
H 6.33 2.77 2.19 0.3386
H 6.28 4.30 3.05 0.3830
H 5.14 3.98 1.67 0.3004
H 6.29 0.52 3.95 0.4791
H 5.85 -1.05 3.24 0.3962
H 4.44 0.26 5.60 0.3348
H 5.78 -0.83 5.79 0.4459
H 4.25 -1.42 5.13 0.2543
H -2.24 4.27 -1.20 -0.3213
H -1.83 3.19 -2.42 0.2388
H -0.42 5.91 -2.14 0.2988
H -1.94 5.70 -3.05 0.4838
H -0.47 4.91 -3.61 0.2366
H -1.38 5.09 0.80 0.1832
H 0.22 5.50 1.48 0.4924
H -1.39 3.04 2.31 -0.0337
H -1.31 4.52 3.23 0.4591
H 0.20 3.52 2.93 0.3238
H -0.47 -0.64 -5.93 0.3586
H 0.79 0.56 -5.60 0.4163
H -2.21 1.04 -5.23 0.2366
H -1.18 1.71 -6.42 0.3926
H -0.93 2.20 -4.79 -0.0425
O 0.52 -0.82 3.09 -0.6624
H 1.49 -0.91 3.26 0.3177
H 0.33 -1.74 3.02 0.2978
O 2.55 1.69 -2.68 -0.2423
C 2.97 2.09 -1.50 -0.8458
F -2.52 -1.74 -0.66 -0.1452
C -1.64 -2.63 -0.19 1.2553
F -1.40 -2.24 1.13 -0.2893
C -2.38 -3.99 -0.08 0.3738
F -3.37 -3.82 0.81 -0.2555
F -2.87 -4.44 -1.23 -0.2389
F -1.55 -4.90 0.43 -0.2536
C -3.65 -0.40 2.98 -1.1404
C -3.88 1.04 2.76 2.1983
C -4.59 1.79 3.87 -1.7000
O -4.78 1.25 1.61 -0.1627
P -4.20 2.11 0.35 0.3930
S -4.14 3.99 0.75 -0.6124
S -2.53 1.21 -0.23 -0.1485
O -5.33 1.93 -0.80 -0.2405
C -6.26 0.87 -1.16 0.6037
C -6.86 0.17 0.02 -1.2324
C -5.53 -0.04 -2.09 -0.6244
H -3.00 -0.54 3.82 0.4802
H -3.12 -0.78 2.10 -0.0532
H -4.60 -0.93 3.04 0.3082
H -2.94 1.55 2.41 -1.2329
H -5.62 1.52 3.97 0.3103
H -4.50 2.86 3.63 0.3538
H -4.11 1.63 4.83 0.4212
H -7.07 1.40 -1.71 0.1407
H -6.18 -0.40 0.60 0.0897
H -7.66 -0.54 -0.30 0.4440
H -7.35 0.91 0.71 0.3351
H -4.69 -0.45 -1.54 -0.3578
H -5.03 0.53 -2.85 0.3099
H -6.13 -0.85 -2.54 0.5135
```

Summary:
Energy, eV: -112179.4610
Net charge: -1
Maximum force, hartree/bohr: 0.04656
Spin multiplicity: 1

---

(4)
Molecular formula: C28H68Cl4N4
Method: DFT, ωB97M-V/def2-TZVPD

XYZ file:
```
104
Properties=species:S:1:pos:R:3:mulliken_charge:R:1
Cl -2.38 2.28 5.21 -0.1951
C -0.76 2.23 4.53 -0.4442
C -0.79 1.68 3.11 -0.4153
Cl -1.56 2.88 2.10 -0.0737
H 0.01 1.84 5.15 0.3293
H -0.42 3.38 4.56 0.3218
H -1.34 0.88 3.08 0.4546
H 0.14 1.58 2.82 0.0206
Cl -1.12 1.07 -1.46 -0.0492
C 0.14 0.10 -0.76 0.8122
C 0.23 0.43 0.75 -0.0599
Cl 1.24 -0.62 1.75 -0.3779
H 1.15 0.00 -1.37 -0.1274
H -0.18 -0.88 -0.77 -0.8575
H -0.79 0.41 1.17 -0.3887
H 0.58 1.31 1.04 0.8442
C -2.90 -2.56 3.37 -1.0100
C -3.46 -2.94 1.95 -1.2515
N -3.31 -1.72 1.07 0.7047
C -2.96 -1.89 -0.31 0.0852
C -3.60 -2.94 -0.96 -1.4425
C -4.44 -0.86 1.34 -0.7041
C -3.97 0.56 1.28 -0.8331
H -1.83 -2.28 3.25 0.1450
H -2.99 -3.42 4.04 0.4260
H -3.44 -1.72 3.73 0.3716
H -4.38 -3.39 1.95 0.4530
H -2.72 -3.51 1.72 0.7106
H -1.89 -2.17 -0.37 -0.2466
H -3.05 -0.98 -0.91 0.2397
H -3.83 -3.83 -0.40 0.3281
H -2.96 -3.11 -1.84 0.2418
H -4.63 -2.74 -1.20 0.3499
H -4.68 -1.14 2.31 0.5966
H -5.26 -1.13 0.43 0.1764
H -3.13 0.86 1.95 -0.0946
H -4.66 1.28 1.10 0.5976
H -3.62 0.56 0.25 0.0792
C -0.80 -3.04 -3.71 -0.6969
C 0.55 -3.55 -3.04 -1.1803
N 1.47 -2.46 -2.69 0.9908
C 2.36 -2.55 -1.68 -0.3339
C 3.02 -3.79 -1.58 -1.5229
C 2.13 -1.81 -3.83 -0.5936
C 2.30 -0.32 -3.59 -2.6088
H -1.34 -2.46 -3.13 -0.1301
H -1.43 -4.06 -3.81 0.3531
H -0.90 -2.39 -4.88 0.1828
H 1.05 -4.18 -3.77 0.4610
H 0.63 -4.30 -2.33 0.8104
H 1.59 -2.71 -0.98 0.2283
H 2.80 -1.58 -1.32 0.3454
H 2.54 -4.82 -1.84 0.1909
H 3.16 -4.13 -0.49 0.3761
H 4.11 -3.80 -1.96 0.3008
H 1.57 -1.72 -4.74 0.4490
H 3.00 -2.38 -4.16 0.4434
H 2.97 -0.03 -2.86 0.6067
H 1.56 0.17 -3.40 0.7099
H 2.86 -0.12 -4.38 0.6890
C 3.76 -1.29 7.32 -1.0256
C 4.56 -0.91 6.09 -0.9054
N 4.08 0.36 5.57 0.3909
C 3.60 0.39 4.22 -0.7870
C 2.61 -0.47 3.96 -0.1834
C 4.73 1.53 6.09 -1.1968
C 5.90 1.84 5.13 -1.1381
H 4.02 -0.67 8.23 0.2570
H 4.04 -2.15 7.94 0.4521
H 2.60 -1.32 7.13 0.1684
H 4.31 -1.51 5.45 0.6008
H 5.68 -0.98 6.53 0.2394
H 4.50 0.04 3.52 0.1698
H 3.49 1.38 3.77 0.4952
H 2.55 -1.43 4.53 0.2983
H 2.79 -0.47 2.81 0.1593
H 1.60 -0.04 3.95 -0.1836
H 5.04 1.43 7.04 0.5135
H 4.20 2.30 6.25 0.6833
H 6.62 1.14 5.07 0.4183
H 6.52 2.70 5.35 0.4190
H 5.61 1.88 4.05 0.2558
C -3.50 4.55 -3.50 -1.4248
C -2.92 3.23 -4.03 0.1247
N -1.77 3.35 -4.90 0.3632
C -0.90 2.28 -4.93 -0.9124
C -1.30 1.00 -4.80 -0.2661
C -2.30 3.81 -6.30 -0.7436
C -1.28 4.89 -6.69 -1.2396
H -4.25 4.34 -2.72 0.4237
H -3.77 5.19 -4.34 0.3042
H -2.69 5.08 -2.96 0.3235
H -3.71 2.72 -4.35 0.4729
H -2.58 2.61 -3.09 -0.2839
H -0.38 2.45 -3.96 0.2969
H -0.10 2.70 -5.47 0.4987
H -2.29 0.72 -4.40 0.2521
H -0.45 0.35 -4.61 -0.2985
H -1.58 0.49 -5.88 0.3099
H -3.21 4.32 -6.27 0.4527
H -2.25 3.09 -7.02 0.3404
H -0.21 4.55 -6.63 0.2472
H -1.49 5.68 -6.06 0.3201
H -1.54 5.40 -7.52 0.5492
```

Summary:
Energy, eV: -86170.1885
Maximum force, hartree/bohr: 0.21281
Spin multiplicity: 1

---

no.,LUMO (eV)
1,0.60
2,0.11
3,2.27
4,0.54